DFT (ωB97M-V with the def2-TZVPD basis set) results for C33H43N5P2Re as an isolated structure.

Properties
Energy above the lowest of the compared OMol25 structures with the same formula, charge and spin   0.0 kJ/mol
Gap between HOMO and LUMO (spin up / spin down)   5.2 / 3.1 eV

```
! wB97M-V def2-TZVPD RIJCOSX def2/J DEFGRID3
* xyz 2 4
Re 0.18 -0.48 3.05
C -0.90 1.54 3.43
C -1.49 0.64 2.48
C -1.43 1.03 1.02
C -0.10 0.68 0.33
C 0.90 -0.02 1.21
C 1.59 0.73 2.26
C 1.42 2.20 2.52
C 0.03 2.65 3.10
C 1.44 -2.07 3.26
H -1.47 1.73 4.35
H -2.41 0.16 2.82
H -1.61 2.11 0.90
H -2.24 0.50 0.50
H -0.36 0.01 -0.52
H 0.36 1.56 -0.15
H 1.51 -0.78 0.71
H 2.62 0.41 2.44
H 1.64 2.80 1.63
H 2.17 2.47 3.29
H 0.26 3.21 4.03
H -0.51 3.35 2.44
H 1.54 -2.28 4.33
H 2.45 -1.99 2.82
H 0.92 -2.90 2.77
P 1.63 -0.78 -2.10
P -1.86 -0.23 -2.16
N 2.97 0.31 -2.34
N 2.29 -2.15 -3.03
N -2.01 1.46 -2.79
N -3.37 -0.89 -2.81
C 0.61 -0.08 -3.46
C -0.76 -0.77 -3.56
C 4.14 0.09 -1.59
C 5.15 0.84 -2.14
C 4.61 1.58 -3.25
C 3.26 1.23 -3.35
C 2.76 -3.31 -2.40
C 2.93 -4.30 -3.37
C 2.58 -3.72 -4.63
C 2.24 -2.40 -4.40
C -1.69 2.57 -1.99
C -1.54 3.69 -2.80
C -1.77 3.27 -4.14
C -2.03 1.91 -4.11
C -4.26 -0.38 -3.78
C -5.21 -1.36 -4.06
C -4.86 -2.53 -3.30
C -3.71 -2.24 -2.58
H 1.13 -0.20 -4.42
H 0.50 1.00 -3.28
H -1.25 -0.49 -4.50
H -0.73 -1.88 -3.51
H 4.10 -0.55 -0.71
H 6.17 0.87 -1.78
H 5.15 2.26 -3.89
H 2.49 1.58 -4.03
H 2.90 -3.31 -1.34
H 3.27 -5.30 -3.20
H 2.55 -4.21 -5.59
H 1.96 -1.63 -5.11
H -1.61 2.46 -0.93
H -1.29 4.68 -2.44
H -1.75 3.89 -5.03
H -2.22 1.22 -4.92
H -4.12 0.60 -4.18
H -6.04 -1.26 -4.74
H -5.39 -3.48 -3.30
H -3.10 -2.84 -1.93
C 1.22 1.42 5.91
C 0.08 0.53 6.14
C -0.82 0.44 7.22
C -1.81 -0.51 6.88
C -1.49 -0.98 5.57
C -2.20 -1.88 4.65
N -0.34 -0.37 5.18
H 1.63 1.31 4.90
H 2.03 1.19 6.62
H 0.92 2.47 6.07
H -0.73 1.05 8.12
H -2.68 -0.83 7.44
H -2.33 -2.85 5.14
H -3.19 -1.48 4.40
H -1.61 -2.01 3.72
*
```